--- P ---
DFT (wB97M-V/def2-TZVPD) results for 2 unconnected molecules or ions with the total composition C3H10N.

Each atom is followed by the atoms it is bonded to, with distances in Å.
Positions of all 14 atoms, in Å:
1 C -0.37745 -2.60802 -0.10887  H2 1.086, H3 1.086, H4 1.090, H5 1.088
2 H -0.14778 -3.60421 -0.47598  C1 1.086
3 H -0.14968 -2.65827 0.95170  C1 1.086
4 H 0.29733 -1.95610 -0.66324  C1 1.090
5 H -1.43420 -2.35331 -0.16125  C1 1.088
6 C 0.94532 1.74637 0.89011  N8 1.504, H9 1.082, H10 1.081, H11 1.087
7 C -0.64252 0.82664 -0.79568  N8 1.272, H12 1.086, H13 1.085
8 N -0.11163 1.80364 -0.17802  C6 1.504, C7 1.272, H14 1.023
9 H 0.95902 2.74447 1.30723  C6 1.082
10 H 0.67586 0.98741 1.61127  C6 1.081
11 H 1.90379 1.56386 0.41075  C6 1.087
12 H -0.87405 -0.09953 -0.27854  C7 1.086
13 H -1.00635 0.92513 -1.81288  C7 1.085
14 H -0.03765 2.68193 -0.69661  N8 1.023

Computed properties:
HOMO-LUMO gap	10.82	eV
total charge	+1
HOMO level	-0.6057	Eh
LUMO level	-5.661	eV

***

--- Q ---
DFT (wB97M-V/def2-TZVPD) results for 2 unconnected molecules or ions with the total composition C3H10N.

Each atom is followed by the atoms it is bonded to, with distances in Å.
Positions of all 14 atoms, in Å:
1 C -1.28205 -0.63392 2.04635  H2 1.089, H3 1.092, H4 1.088, H5 1.087
2 H -2.15373 -1.25566 1.84946  C1 1.089
3 H -0.55160 -1.01577 1.33060  C1 1.092
4 H -0.98792 -0.72444 3.08969  C1 1.088
5 H -1.43266 0.42991 1.88388  C1 1.087
6 C 0.56729 -0.62936 -1.67607  N8 1.484, H9 1.092, H10 1.076, H11 1.097
7 C 0.63414 1.36007 -0.21403  N8 1.268, H12 1.087, H13 1.088
8 N 1.01041 0.71819 -1.24064  C6 1.484, C7 1.268, H14 1.018
9 H 0.37609 -0.49487 -2.74324  C6 1.092
10 H -0.23055 -1.01558 -1.06683  C6 1.076
11 H 1.47264 -1.23614 -1.80223  C6 1.097
12 H 0.37096 0.88968 0.73043  C7 1.087
13 H 0.61173 2.44733 -0.24094  C7 1.088
14 H 1.59525 1.16058 -1.94643  N8 1.018

Computed properties:
HOMO-LUMO gap	10.97	eV
total charge	+1
HOMO level	-0.6100	Eh
LUMO level	-5.628	eV

***

Which one sits at the top of the stability order? P does.

***

--- P ---
DFT (wB97M-V/def2-TZVPD) results for 2 unconnected molecules or ions with the total composition C3H10N.

Each atom is followed by the atoms it is bonded to, with distances in Å.
Positions of all 14 atoms, in Å:
1 C -0.14830 0.72753 0.64502  C2 1.574, N4 1.427, H5 1.091, H6 1.086
2 C 0.17687 -0.54066 -0.22943  C1 1.574, C3 1.487, H7 1.097, H8 1.133
3 C 1.53307 -0.63845 -0.83168  C2 1.487, H9 1.090, H10 1.098, H11 1.090
4 N -1.57046 0.83584 0.68095  C1 1.427, H12 1.013, H14 1.035
5 H 0.40062 1.53149 0.15210  C1 1.091
6 H 0.33954 0.57557 1.60327  C1 1.086
7 H 0.05703 -1.36739 0.48171  C2 1.097
8 H -0.74373 -0.50640 -0.88905  C2 1.133
9 H 1.94818 -1.55864 -1.24323  C3 1.090
10 H 2.24278 -0.53202 -0.00013  C3 1.098
11 H 1.77958 0.10834 -1.58628  C3 1.090
12 H -2.25711 1.13989 1.36131  N4 1.013
13 H -1.62861 -0.42736 0.02647  no bonds
14 H -2.12947 0.65225 -0.17103  N4 1.035

Computed properties:
HOMO-LUMO gap	11.48	eV
total charge	+1
HOMO level	-0.6080	Eh
LUMO level	-5.066	eV

***

--- Q ---
DFT (wB97M-V/def2-TZVPD) results for 2 unconnected molecules or ions with the total composition C3H10N.

Each atom is followed by the atoms it is bonded to, with distances in Å.
Positions of all 14 atoms, in Å:
1 C 6.44093 -0.45821 -1.26188  H2 1.093, H3 1.087, H4 1.083, H5 1.089
2 H 5.96866 0.10774 -2.06828  C1 1.093
3 H 5.81763 -0.46179 -0.37146  C1 1.087
4 H 6.67295 -1.48088 -1.53118  C1 1.083
5 H 7.38281 0.06424 -1.09811  C1 1.089
6 C -2.84935 -0.59013 0.61191  N8 1.463, H9 1.095, H10 1.087, H11 1.087
7 C -4.33160 1.25565 1.12389  N8 1.277, H12 1.083, H13 1.086
8 N -3.86844 0.40867 0.28859  C6 1.463, C7 1.277, H14 1.018
9 H -3.28729 -1.55223 0.32592  C6 1.095
10 H -1.95236 -0.45541 0.01367  C6 1.087
11 H -2.66918 -0.57006 1.68328  C6 1.087
12 H -4.08782 1.27283 2.17867  C7 1.083
13 H -4.87577 2.09732 0.70645  C7 1.086
14 H -4.36117 0.36227 -0.60145  N8 1.018

Computed properties:
HOMO-LUMO gap	8.73	eV
total charge	+1
HOMO level	-0.5297	Eh
LUMO level	-5.685	eV

***

--- R ---
DFT (wB97M-V/def2-TZVPD) results for 2 unconnected molecules or ions with the total composition C3H10N.

Each atom is followed by the atoms it is bonded to, with distances in Å.
Positions of all 14 atoms, in Å:
1 C 0.07949 0.75992 -0.75242  C2 1.761, N4 1.448, H5 1.097, H6 1.094
2 C 0.08642 -0.53269 0.44292  C1 1.761, C3 1.720, H7 1.044, H8 1.067
3 C -1.45917 -1.27853 0.55515  C2 1.720, H9 1.176, H10 1.118, H11 1.160
4 N 1.17570 1.52919 -0.20172  C1 1.448, H12 1.047, H14 1.048
5 H 0.29370 0.62035 -1.81967  C1 1.097
6 H -0.78124 1.40193 -0.54093  C1 1.094
7 H 0.30462 -0.07642 1.35632  C2 1.044
8 H 0.80610 -1.22143 0.06125  C2 1.067
9 H -1.76306 -2.23170 1.17249  C3 1.176
10 H -2.19228 -0.46894 0.79491  C3 1.118
11 H -1.63062 -1.56430 -0.55601  C3 1.160
12 H 1.22694 2.54936 -0.42934  N4 1.047
13 H 1.82523 -0.42611 0.27050  no bonds
14 H 2.02816 0.93938 -0.35343  N4 1.048

Computed properties:
HOMO-LUMO gap	6.43	eV
total charge	+1
HOMO level	-0.5344	Eh
LUMO level	-8.107	eV

***

Which one sits at the top of the stability order? Q does.

***

--- P ---
DFT (wB97M-V/def2-TZVPD) results for 2 unconnected molecules or ions with the total composition C2H3NO.

Each atom is followed by the atoms it is bonded to, with distances in Å.
Positions of all 7 atoms, in Å:
1 C 1.47652 -0.53192 1.21363  N3 1.146
2 C -0.65849 0.27180 -0.65004  O4 1.349, H5 1.137, H6 1.113, H7 1.141
3 N 2.11043 -0.98246 2.05514  C1 1.146
4 O 0.38348 1.02062 -0.23462  C2 1.349
5 H -1.52163 0.86794 -1.08845  C2 1.137
6 H -1.13162 -0.19905 0.24015  C2 1.113
7 H -0.65868 -0.44692 -1.53580  C2 1.141

Computed properties:
HOMO-LUMO gap (spin up / spin down)	6.86 / 7.16	eV
total charge	0
HOMO level (spin up / spin down)	-0.4116 / -0.4192	Eh
LUMO level (spin up / spin down)	-4.344 / -4.249	eV

***

--- Q ---
DFT (wB97M-V/def2-TZVPD) results for C2H3NO in the gas phase.

Each atom is followed by the atoms it is bonded to, with distances in Å.
Positions of all 7 atoms, in Å:
1 C 0.44811 -0.08569 0.08291  C2 1.434, N3 1.244, O4 1.418
2 C -0.94272 0.21764 0.25954  C1 1.434, O4 1.461, H5 1.152, H6 1.022
3 N 1.40490 -0.87858 0.03348  C1 1.244, H7 1.012
4 O -0.06952 1.08443 -0.52886  C1 1.418, C2 1.461
5 H -1.64616 -0.31388 -0.48199  C2 1.152
6 H -1.37860 0.49885 1.14003  C2 1.022
7 H 2.18398 -0.52276 -0.50511  N3 1.012

Computed properties:
HOMO-LUMO gap	11.50	eV
structure (SMILES)	[H]/N=C1/CO1
total charge	0
HOMO level	-0.3882	Eh
LUMO level	0.934	eV

***

Which one sits at the top of the stability order? Q does.

***

--- P ---
DFT (wB97M-V/def2-TZVPD) results for 2 unconnected molecules or ions with the total composition C2H3NO.

Each atom is followed by the atoms it is bonded to, with distances in Å.
Positions of all 7 atoms, in Å:
1 C 0.52438 -0.34544 -0.56521  C2 1.221, H5 1.013
2 C -0.46282 0.26597 -0.94397  C1 1.221, H6 1.065
3 N -0.42958 -0.80224 2.07472  O4 1.178, H7 1.106
4 O -1.44763 -0.36865 1.66957  N3 1.178
5 H 1.44073 -0.77322 -0.62657  C1 1.013
6 H -1.42261 0.69458 -0.77493  C2 1.065
7 H 0.38483 -0.75228 1.32805  N3 1.106

Computed properties:
HOMO-LUMO gap	9.15	eV
structure (SMILES)	C#C.N=O
total charge	0
HOMO level	-0.3394	Eh
LUMO level	-0.083	eV

***

--- Q ---
DFT (wB97M-V/def2-TZVPD) results for C2H3NO in the gas phase.

Each atom is followed by the atoms it is bonded to, with distances in Å.
Positions of all 7 atoms, in Å:
1 C 1.52285 -0.01359 0.24808  N3 1.150, O4 1.284
2 C -0.87075 -0.09465 -0.09968  O4 1.438, H5 1.191, H6 1.076, H7 1.080
3 N 2.45035 0.47043 -0.23049  C1 1.150
4 O 0.34327 -0.34722 0.62919  C1 1.284, C2 1.438
5 H -1.07877 1.06718 0.05749  C2 1.191
6 H -1.59516 -0.61307 0.50313  C2 1.076
7 H -0.77180 -0.46908 -1.10772  C2 1.080

Computed properties:
HOMO-LUMO gap	11.47	eV
structure (SMILES)	COC#N
total charge	0
HOMO level	-0.3972	Eh
LUMO level	0.664	eV

***

Which one sits at the top of the stability order? Q does.